# 1
14
Properties=species:S:1:pos:R:3:forces:R:3:nbo_charge:R:1 method="wB97M-V/def2-TZVPD" fmax_ha_per_bohr=0.057 e_tot_ha=-307.54208 e_above_lowest_kcal_mol=106.9 charge=0
O 1.0203 -1.7537 -0.9333 -1.85 -0.23 0.98 -0.58
O -1.1233 0.7539 -0.0645 0.46 1.20 -0.64 -0.54
C -0.5810 -1.3100 -0.2139 1.92 -1.95 -1.08 -0.03
C -0.6577 1.3408 1.1254 0.21 0.32 0.12 -0.25
C -0.1706 -0.0615 -0.8106 -1.05 0.95 0.69 0.01
C 1.3350 -0.3987 -0.6587 -0.52 0.74 0.24 -0.10
H -1.4996 1.4720 1.8180 0.16 -0.03 -0.30 0.19
H -0.3961 0.0201 -1.8837 -0.07 0.09 0.49 0.21
H 0.1122 0.7415 1.6336 -0.17 0.06 -0.12 0.16
H -1.6110 -1.6523 -0.4583 1.15 -0.62 -0.30 0.21
H 1.7238 -0.2456 0.3641 -0.14 -0.09 -0.20 0.16
H -0.3577 -1.3941 0.8518 0.09 -0.06 -0.29 0.19
H -0.2403 2.3156 0.8659 0.14 0.13 0.37 0.17
H 2.0270 0.0951 -1.3627 -0.33 -0.49 0.04 0.19


# 2
73
Properties=species:S:1:pos:R:3:forces:R:3:mulliken_charge:R:1 method="wB97M-V/def2-TZVPD" fmax_ha_per_bohr=0.038 e_tot_ha=-5347.68621 e_above_lowest_kcal_mol=34.1 charge=0
Rh 0.1821 -0.6525 -0.9418 1.06 1.27 -0.32 0.25
As 1.7873 -2.1492 0.0750 -1.27 -0.30 0.36 1.32
S 1.3338 -0.8986 -3.3165 -0.53 -0.14 0.65 -0.43
S 1.0693 1.6145 -1.1572 0.05 0.20 0.15 -0.70
S -0.2801 -0.2256 1.3354 -0.03 -0.41 -0.86 -0.42
P 1.6328 1.0498 -3.0067 0.21 0.59 0.15 0.81
C -6.2717 -3.4323 -3.3027 0.01 -0.01 0.00 -0.47
C 4.0126 2.4038 -2.3915 0.00 0.01 -0.06 -0.34
C 0.2576 -4.2812 3.3736 0.00 -0.01 -0.01 -0.72
C -4.9768 -1.5266 -2.6036 -0.07 0.01 -0.03 -0.51
C 5.3261 2.7853 -2.6398 -0.05 -0.03 0.01 -0.65
C 5.1361 0.3059 0.3274 0.02 0.00 0.03 -0.77
C -0.0531 -1.7926 2.1271 -0.24 0.13 0.07 0.60
C 3.9612 -4.0591 -0.1224 0.00 0.01 0.04 -0.11
C 2.5747 -5.7499 -1.8508 0.01 0.02 0.03 -0.67
C -0.2458 3.7836 -6.1745 0.00 0.00 0.03 -0.42
C 3.3218 -0.7858 2.1390 -0.02 -0.04 0.07 -0.32
C -2.6125 -1.7960 -1.9415 -0.39 -0.03 -0.07 0.12
C -6.1672 -2.0695 -3.0629 0.02 0.03 0.02 -0.39
C 3.2164 -1.0693 0.7856 0.06 0.25 -0.42 0.23
C 4.1157 -0.5175 -0.1233 0.03 -0.03 0.04 -0.09
C 5.2431 0.5936 1.6828 -0.06 -0.04 -0.01 -0.56
C 4.0791 0.9598 -4.3209 0.04 0.01 0.10 -0.45
C -3.9845 -3.7168 -2.6128 -0.02 0.00 0.00 -0.45
C 5.3872 1.3469 -4.5669 -0.04 -0.03 0.00 -0.70
C -0.5956 -3.3246 3.9112 0.00 0.12 -0.04 -0.59
C 0.9811 -3.9821 2.2287 0.09 -0.01 0.06 -0.36
C 0.3252 2.5728 -6.5449 0.01 -0.02 -0.01 -0.65
C 0.8419 -2.7375 1.6322 0.01 -0.10 -0.03 -0.20
C 0.2278 3.3049 -3.8651 0.01 0.01 -0.06 -0.49
C 4.3376 0.0492 2.5850 0.04 0.00 -0.04 -0.71
C -1.5622 -1.3289 -1.5643 1.12 -1.37 0.80 -1.03
C 0.8479 1.7278 -5.5793 -0.05 -0.01 -0.02 -0.37
C 0.8078 2.0967 -4.2373 -0.02 -0.06 -0.03 0.83
C -0.7574 -2.0914 3.2935 0.04 -0.02 0.08 -0.59
C 2.6802 -3.7326 -0.5466 -0.23 0.02 -0.51 -0.16
C 1.9869 -4.5715 -1.4154 0.04 0.01 0.03 -0.40
C 4.5453 -5.2388 -0.5641 0.00 -0.03 0.00 -0.69
C -5.1775 -4.2543 -3.0691 0.03 0.01 0.01 -0.44
C 3.3841 1.4961 -3.2367 0.02 -0.13 -0.09 0.64
C -0.2996 4.1463 -4.8368 0.02 -0.06 0.03 -0.61
C 3.8558 -6.0802 -1.4265 -0.02 0.02 0.00 -0.44
C -3.8671 -2.3435 -2.3828 0.15 0.13 -0.03 0.85
C 6.0098 2.2634 -3.7275 -0.01 0.00 0.00 -0.40
H -5.2517 -5.3198 -3.2469 0.00 0.01 0.00 0.37
H 0.1850 3.5807 -2.8192 0.00 0.01 -0.02 0.33
H 5.9224 0.9312 -5.4112 0.00 0.00 0.01 0.39
H 7.0305 2.5682 -3.9219 -0.01 -0.01 0.00 0.39
H -3.1274 -4.3513 -2.4283 -0.01 -0.01 -0.03 0.43
H -7.1997 -3.8503 -3.6710 0.00 -0.01 0.02 0.37
H 2.0361 -6.4049 -2.5234 0.01 0.01 0.00 0.41
H 5.8369 0.7313 -0.3807 -0.03 -0.01 0.01 0.47
H -1.4423 -1.3545 3.6951 -0.01 -0.06 0.02 0.44
H -7.0185 -1.4230 -3.2362 0.01 0.00 0.00 0.37
H 4.3197 -6.9947 -1.7736 0.00 0.01 0.01 0.38
H -1.1538 -3.5464 4.8124 -0.02 0.00 -0.03 0.37
H 6.0297 1.2485 2.0359 0.00 -0.01 0.00 0.38
H 2.6156 -1.2089 2.8423 -0.02 0.03 0.00 0.37
H -0.6562 4.4413 -6.9301 0.00 -0.01 0.00 0.37
H 1.6594 -4.7127 1.8035 0.00 0.00 0.01 0.41
H 0.3595 2.2849 -7.5878 -0.01 0.00 0.01 0.38
H 0.3555 -5.2531 3.8401 0.01 0.03 0.00 0.40
H 4.0168 -0.7280 -1.1832 0.00 0.03 -0.02 0.55
H -0.7539 5.0843 -4.5449 0.00 -0.01 0.00 0.40
H 5.5427 -5.4999 -0.2340 -0.01 0.01 0.00 0.40
H 0.9923 -4.2970 -1.7478 -0.02 -0.01 -0.03 0.51
H 5.8140 3.4909 -1.9791 -0.01 0.00 -0.01 0.43
H -4.8958 -0.4643 -2.4148 0.02 0.00 -0.02 0.42
H 1.2704 0.7718 -5.8667 0.00 0.02 0.00 0.31
H 3.5999 0.2248 -4.9576 0.02 0.02 -0.02 0.32
H 3.4751 2.8030 -1.5401 0.02 0.00 -0.01 0.40
H 4.4172 0.2792 3.6399 0.00 -0.01 -0.01 0.41
H 4.4975 -3.4027 0.5508 0.03 0.01 -0.01 0.44


# 3
30
Properties=species:S:1:pos:R:3:forces:R:3:nbo_charge:R:1 method="wB97M-V/def2-TZVPD" fmax_ha_per_bohr=0.140 e_tot_ha=-1325.09734 smiles="O=C1OC[C@@H](F)O1.O=C1OC[C@@H](F)O1.O=C1OC[C@@H](F)O1" e_above_lowest_kcal_mol=42.8 charge=0
F -3.3821 -0.8737 8.6246 -1.11 0.77 1.26 -0.32
F 3.9812 -2.1684 1.2523 1.28 0.04 0.84 -0.33
F -1.2823 1.5390 -5.1572 -0.07 0.51 1.36 -0.33
O 3.6424 -0.1711 0.1762 0.61 -0.14 0.99 -0.46
O -2.8777 -0.3049 6.5338 -0.70 0.22 -0.80 -0.48
O 2.6436 -1.2105 -1.4449 -1.94 -1.16 -2.02 -0.45
O -0.7195 -0.7349 6.6165 1.12 1.77 -2.23 -0.49
O -1.5105 0.4585 4.8482 -0.71 -0.96 2.43 -0.55
O -3.1769 2.2329 -8.6485 1.58 -1.34 1.22 -0.57
O -1.7238 1.0754 -7.2273 -1.11 -1.38 -1.77 -0.49
O 3.9091 0.5364 -1.9609 -1.66 -1.96 2.76 -0.60
O -1.6759 3.1887 -7.4216 2.21 4.86 0.23 -0.46
C 2.4101 -2.0325 -0.3617 -0.64 -1.45 0.23 -0.13
C 3.0876 -1.3111 0.7385 -1.34 0.17 1.63 0.43
C 3.4036 -0.2297 -1.1191 3.53 4.44 -4.43 0.96
C -0.4054 2.8384 -6.9583 0.95 0.64 1.88 -0.14
C -2.7111 -1.2338 7.5473 2.13 -1.20 0.66 0.45
C -1.1760 -1.1695 7.8214 -2.13 -1.24 0.66 -0.12
C -0.7407 1.5151 -6.3790 1.38 -1.54 -0.49 0.43
C -1.7001 -0.0975 5.9083 1.24 0.28 -2.01 0.97
C -2.2456 2.1599 -7.8706 -4.26 -1.89 -2.06 0.96
H -2.9886 -2.2675 7.3412 -0.53 0.19 -0.82 0.15
H 0.3768 2.7757 -7.7148 -0.34 -0.02 -0.36 0.20
H 2.4001 -0.9619 1.5089 0.26 -0.24 0.40 0.16
H 0.0919 0.8117 -6.3950 -0.06 -0.11 0.18 0.16
H 1.3645 -2.2363 -0.1309 -0.14 0.36 -0.47 0.21
H -1.0650 -0.4675 8.6478 0.63 -0.10 0.07 0.20
H -0.0549 3.5056 -6.1709 -0.26 0.26 -0.17 0.22
H -0.7741 -2.1763 7.9349 0.08 0.25 0.79 0.20
H 2.8995 -2.9902 -0.5391 0.02 -0.03 0.08 0.21


# 4
14
Properties=species:S:1:pos:R:3:forces:R:3:nbo_charge:R:1 method="wB97M-V/def2-TZVPD" fmax_ha_per_bohr=0.100 e_tot_ha=-361.15901 e_above_lowest_kcal_mol=65.4 charge=+1
O -1.2851 -0.6755 1.1008 -0.23 2.29 -0.41 -0.72
O -1.8729 0.9853 -0.2595 -1.46 1.70 0.25 -0.71
O -1.6106 -1.1184 -1.0596 -1.10 1.22 -3.58 -0.68
N 1.1813 0.2419 0.7882 4.03 -1.00 -0.06 -0.70
C 0.6131 0.4083 -0.5501 -2.97 -3.97 -1.42 -0.38
C -1.2524 -0.1673 -0.2085 3.84 -0.26 1.24 0.84
H -1.9262 -0.6201 -1.9333 0.86 -1.75 2.50 0.52
H 0.5785 1.4287 -0.8436 0.13 0.65 -0.22 0.23
H 1.0080 1.0868 1.2461 -0.78 1.76 1.34 0.43
H 2.3167 0.2349 0.8745 -3.19 -0.72 -0.45 0.45
H -2.4897 1.0808 0.4902 0.02 -0.07 -0.35 0.52
H 0.6976 -0.4993 1.3516 0.79 0.66 -0.56 0.45
H 0.9541 -0.3494 -1.3744 -0.13 1.60 1.95 0.24
H -0.8801 -1.5108 1.1824 0.19 -2.13 -0.24 0.49


# 5
10
Properties=species:S:1:pos:R:3:forces:R:3:nbo_charge:R:1 method="wB97M-V/def2-TZVPD" fmax_ha_per_bohr=0.081 e_tot_ha=-1025.40416 e_above_lowest_kcal_mol=38.5 charge=0
S -0.6717 1.2226 -0.1407 1.50 -0.49 0.04 0.08
S -2.9426 -0.1208 -0.0827 -1.93 2.50 2.68 1.64
O -2.5376 -1.2697 -0.7656 1.08 -2.77 -1.33 -0.91
O -3.0134 -0.1531 1.3779 0.26 -0.16 -1.47 -0.89
C 0.4630 0.0418 -0.3240 -1.27 3.00 1.33 -0.17
C 1.8494 0.2117 0.1226 1.69 0.43 -1.00 -0.71
H 2.0985 0.1170 1.1854 -0.67 -0.39 -0.03 0.27
H 2.4651 -0.5586 -0.4412 -0.26 1.30 0.66 0.23
H 0.1717 -0.7947 -0.8622 -0.49 -1.89 -0.77 0.21
H 2.1178 1.3038 -0.0697 0.08 -1.53 -0.13 0.26


# 6
86
Properties=species:S:1:pos:R:3:forces:R:3:mulliken_charge:R:1 method="wB97M-V/def2-TZVPD" fmax_ha_per_bohr=0.072 e_tot_ha=-4217.48818 spin_multiplicity=2 e_above_lowest_kcal_mol=34.6 s2=0.75 charge=+2
Cu -0.7436 -0.0184 -0.7479 -0.01 -0.27 -0.06 -0.24
P 2.0953 -0.2455 0.6405 0.36 -0.47 -0.07 0.03
P -0.3474 -0.7963 2.3505 0.59 0.85 0.45 0.96
O -1.7420 -2.1628 -1.0978 -0.87 0.03 -1.67 -0.36
O -0.9583 -0.1088 1.1648 -0.65 0.23 -0.94 0.01
O 1.2543 -0.0679 -0.6211 -0.52 -0.46 0.24 -0.03
N -0.7704 -0.8567 -4.6670 0.37 0.61 0.08 -1.00
N -1.2230 -0.8063 -3.4888 -0.32 -0.07 0.29 -0.11
N -0.4783 0.0123 -2.7148 0.93 -0.36 -0.87 0.91
N 0.3159 -0.0264 -4.7126 -0.84 -1.79 0.30 0.73
N -2.7428 0.3955 -0.9406 0.40 0.21 -0.07 0.86
C 0.8076 0.3010 -6.0263 2.14 0.15 -0.73 -1.01
C -3.3324 -3.1955 3.3937 -1.05 2.97 -0.50 -0.50
C 1.9621 2.4068 0.6503 -0.16 0.12 -0.76 -0.50
C -0.5829 2.3647 5.6935 0.06 -0.91 -0.40 -0.46
C -0.8384 1.7104 3.4239 -0.09 -0.62 -0.36 -0.28
C -3.6092 -0.6130 -0.8048 0.06 -0.36 0.13 1.34
C 2.1303 3.6940 1.1632 0.27 -0.51 0.28 -0.80
C -0.4389 0.3742 3.6823 0.37 1.59 1.27 0.44
C 6.1032 -1.1627 0.4839 -0.83 1.99 1.28 -0.84
C -0.5638 -3.3776 3.2701 0.65 -1.95 0.03 -0.23
C -1.3245 -4.5066 3.5744 -0.55 0.01 -0.33 -0.80
C 3.7102 -2.0811 -0.6722 -0.65 -0.12 -0.23 -0.65
C 4.8990 -0.5110 0.6900 -1.55 0.82 0.69 -0.14
C -5.4540 0.9167 -0.8479 1.96 -0.87 0.02 -0.30
C -1.1731 -2.2264 2.8807 -2.40 1.05 0.52 0.46
C -2.5827 -2.0641 3.0282 0.42 -0.68 -0.16 -0.85
C 0.5199 0.4306 -3.4903 0.28 1.04 0.83 -0.29
C -3.0790 -2.0071 -0.6003 -0.17 -1.11 -0.64 -0.70
C 1.3034 -1.3603 1.8876 0.37 -0.58 -0.52 -1.28
C -0.9894 2.6960 4.4139 0.99 -2.06 -0.75 -0.77
C 2.3236 1.3087 1.4326 -0.35 0.43 -0.87 0.65
C -0.0327 1.0920 5.9640 0.25 -0.17 0.67 -0.68
C 6.0982 -2.2055 -0.3280 0.12 -2.39 -2.83 -0.48
C -0.0021 1.3986 -6.5984 -0.98 0.74 -2.40 0.71
C -3.2004 1.6487 -1.0531 -0.78 0.25 0.14 -0.38
C 2.8410 1.4418 2.7114 -0.59 -2.28 -0.17 0.28
C -2.7279 -4.3813 3.5903 0.93 -2.23 0.50 -0.47
C 4.9332 -2.6637 -0.9410 -0.95 -0.15 0.29 -0.64
C 3.6701 -0.9700 0.1826 0.82 -0.31 -0.04 0.38
C 2.6800 3.7725 2.4394 -0.18 -0.11 0.28 -0.68
C 2.9987 2.6634 3.2504 -0.23 1.42 -1.70 -1.04
C -0.0722 2.6396 -5.7252 -1.70 0.92 0.09 -1.32
C -1.4159 0.9161 -7.0294 -0.17 0.27 0.88 -1.32
C -0.0339 0.0756 5.0062 0.18 0.74 -0.60 -0.61
C -4.9597 -0.3823 -0.7995 -1.03 0.26 0.58 -1.07
C -4.5546 1.9644 -0.9397 0.35 -0.94 -0.72 -1.01
H 1.8126 0.7558 -5.9360 -0.15 -0.82 0.29 0.34
H -0.7326 3.0783 6.4627 0.30 0.50 0.77 0.48
H 1.8920 4.6099 0.6025 0.12 -0.62 0.28 0.46
H -3.4266 -5.2062 3.7745 0.81 -0.07 0.05 0.38
H -5.6827 -1.1790 -0.6342 0.35 -0.11 -0.32 0.44
H 0.8425 -0.5776 -6.7268 -0.09 0.60 1.18 0.37
H -2.4995 2.4464 -1.2691 0.22 -0.17 0.19 0.46
H 0.8550 3.0522 -5.3520 0.51 -0.09 -0.21 0.37
H 0.5460 1.6872 -7.5501 -0.56 -0.28 0.97 0.30
H 7.0207 -2.6084 -0.6998 0.40 -0.50 0.37 0.39
H 2.8480 4.7434 2.8260 0.17 0.83 0.47 0.47
H -4.9211 2.9468 -1.0980 0.02 0.85 0.13 0.46
H -1.4571 0.1180 -7.7696 0.48 0.15 -0.19 0.38
H -4.4257 -3.1142 3.5075 0.66 0.00 -0.13 0.41
H 3.0232 0.5068 3.2592 0.24 0.61 0.04 0.41
H 0.3630 -0.9064 5.2342 -0.06 -0.02 0.20 0.46
H -0.7265 2.5219 -4.8415 0.21 -0.36 -0.18 0.21
H 1.3631 1.0487 -3.1304 -0.76 -0.45 -0.53 0.52
H 7.0114 -0.8449 0.9331 0.52 0.54 0.27 0.46
H -1.0508 1.9605 2.3925 -0.12 0.08 -0.01 0.34
H -3.0514 -1.0881 2.8202 0.21 -0.60 0.12 0.48
H 1.1042 -2.3467 1.3533 0.54 0.99 0.74 0.69
H -1.2729 3.6624 4.0798 -0.44 0.74 0.23 0.47
H 1.9465 -1.4896 2.7928 -0.31 -0.11 -0.85 0.84
H 3.4393 2.7439 4.1901 0.47 0.53 1.49 0.60
H 0.5206 -3.4878 3.2755 -0.22 0.08 -0.13 0.43
H -1.8416 -2.1723 -2.1119 0.43 0.05 1.93 0.45
H -0.8132 -5.4674 3.6714 -0.37 0.32 0.33 0.42
H -3.7669 -2.8147 -0.9812 0.55 1.04 -0.33 0.50
H -1.9749 0.4941 -6.1718 0.20 0.47 -0.29 0.24
H -3.0930 -2.2730 0.4389 0.47 0.30 0.83 -0.09
H -0.6150 3.4498 -6.2729 0.69 -0.56 0.21 0.39
H 0.4597 0.8936 6.9503 -0.88 0.19 -0.91 0.37
H 4.8161 0.4211 1.2329 0.51 -0.04 0.36 0.37
H 2.7995 -2.4622 -1.1807 0.64 0.25 0.54 0.27
H -6.4872 1.0150 -0.8440 -1.70 0.64 0.08 0.52
H -1.9677 1.7784 -7.3993 -0.13 -0.10 -0.10 0.39
H 1.5840 2.2102 -0.3796 0.29 0.39 0.99 0.23
H 4.8863 -3.5320 -1.5700 0.55 -0.16 -0.35 0.43